{"formula": "C23H22F8NO4", "method": "wB97M-V/def2-TZVPD", "elements": ["C", "C", "C", "F", "C", "C", "C", "O", "C", "C", "O", "C", "C", "O", "O", "C", "C", "F", "F", "C", "F", "F", "C", "F", "F", "F", "C", "N", "C", "C", "C", "C", "C", "C", "C", "C", "H", "H", "H", "H", "H", "H", "H", "H", "H", "H", "H", "H", "H", "H", "H", "H", "H", "H", "H", "H", "H", "H"], "positions_angstrom": [[-0.018, -4.874, 1.456], [0.079, -3.622, 0.368], [-0.561, -2.259, 1.042], [-2.043, -2.141, 0.868], [0.260, -0.931, 0.442], [1.423, -0.173, 1.372], [1.886, -0.654, 2.868], [3.299, -1.142, 2.735], [3.559, -2.236, 3.686], [4.243, -3.701, 3.277], [3.248, -1.983, 4.987], [2.210, 1.178, 0.777], [3.369, 1.920, 1.721], [4.677, 1.943, 1.345], [3.064, 2.559, 3.023], [1.799, 1.710, -0.718], [2.543, 3.067, -1.268], [4.036, 2.890, -1.418], [2.343, 4.170, -0.285], [2.009, 3.610, -2.720], [2.176, 2.601, -3.830], [2.934, 4.742, -3.102], [0.499, 4.249, -2.714], [-0.315, 3.932, -1.519], [-0.318, 3.881, -3.905], [0.630, 5.751, -2.741], [0.672, 0.857, -1.546], [-0.035, -0.389, -0.972], [-1.047, -1.035, -1.925], [-2.498, -0.228, -1.970], [-3.302, -0.036, -3.423], [-4.782, 0.728, -3.536], [-5.563, 1.353, -2.199], [-4.748, 1.158, -0.765], [-5.500, 1.737, 0.593], [-3.267, 0.394, -0.651], [-0.487, -4.554, 2.491], [-0.688, -5.769, 1.064], [1.087, -5.234, 1.706], [1.247, -3.406, 0.257], [-0.344, -3.888, -0.690], [-0.400, -2.382, 2.218], [1.800, 0.276, 3.579], [1.287, -1.553, 3.316], [4.509, -3.632, 2.121], [5.289, -3.864, 3.824], [3.512, -4.599, 3.442], [2.383, 3.281, 2.790], [0.379, 1.239, -2.617], [-0.583, -0.893, -3.014], [-1.176, -2.187, -1.769], [-2.873, -0.453, -4.433], [-5.378, 0.841, -4.554], [-6.603, 1.891, -2.272], [-5.104, 1.228, 1.588], [-5.446, 2.902, 0.704], [-6.643, 1.454, 0.511], [-2.729, 0.278, 0.382]], "atomic_forces_ev_per_a": [[0.026, -0.298, 0.236], [0.745, 0.013, 0.912], [-0.025, -0.479, -0.067], [3.707, -0.083, 0.018], [1.732, 2.972, -0.313], [-0.548, 1.525, -3.155], [-0.151, -0.075, -0.087], [-1.161, -2.314, 1.243], [-1.255, 1.361, 7.206], [0.680, 1.255, -1.639], [1.721, -1.779, -8.688], [-2.750, -1.871, -1.505], [7.347, 1.041, -0.744], [-9.689, -0.704, 2.211], [-1.290, -0.588, -4.553], [-1.259, -3.272, 1.960], [1.642, 0.444, 0.537], [-5.144, 0.377, 0.605], [0.569, -3.380, -2.906], [2.630, 1.388, -2.494], [-0.874, 2.962, 4.012], [-3.127, -3.904, 1.325], [-3.244, 3.020, -0.702], [2.982, 0.680, -3.959], [3.102, 0.978, 4.279], [-0.556, -5.541, 0.196], [1.708, 0.091, 3.457], [2.880, 2.156, 2.159], [-1.364, 0.534, -2.015], [-4.309, 2.186, -0.311], [-1.834, 1.362, 2.695], [1.020, -0.089, 3.835], [5.299, -2.704, 0.190], [0.756, -0.704, -2.237], [-0.217, -0.733, -0.210], [-1.302, 0.133, -3.626], [0.859, -0.419, -2.180], [1.639, 1.937, 0.739], [-2.532, 0.558, -0.703], [-2.589, -0.257, 0.055], [0.651, 0.610, 2.172], [-0.292, 0.836, -2.759], [0.361, -1.870, -1.374], [0.732, 2.004, -1.048], [-0.659, -0.240, 2.412], [-2.647, 0.558, -0.859], [1.320, 2.044, -0.022], [1.175, -1.444, 0.684], [0.364, -1.223, 2.302], [-0.964, -0.403, 2.440], [0.362, 2.433, 0.219], [-0.799, 0.870, 2.301], [1.766, -0.440, 2.221], [2.353, -1.227, 0.217], [-0.644, 1.085, -2.275], [0.142, -2.276, -0.401], [2.352, 0.559, 0.100], [-1.396, 0.344, -2.104]], "total_charge": 1, "molar_mass_g_mol": 528.416, "relative_energy_kcal_mol": 321.8, "homo_lumo_gap_ev": 5.2, "smiles": "CC[C@H](F)c1c(COC(C)=O)c(C(=O)O)c(C(F)(F)C(F)(F)C(F)(F)F)c[n+]1Cc1cccc(C)c1"}

---

{"formula": "C5H11NO", "method": "wB97M-V/def2-TZVPD", "elements": ["C", "N", "C", "C", "C", "C", "O", "H", "H", "H", "H", "H", "H", "H", "H", "H", "H", "H"], "positions_angstrom": [[-1.522, -0.964, -0.370], [-0.483, 0.188, -0.339], [-0.892, 1.348, -1.060], [1.988, -0.738, 0.022], [0.701, 0.142, 0.489], [0.436, 0.084, 1.886], [0.504, -0.902, 2.599], [-1.227, -1.939, 0.015], [-1.732, -1.201, -1.400], [-2.500, -0.508, 0.035], [-1.184, 1.030, -2.066], [-1.855, 1.793, -0.757], [-0.264, 2.317, -1.443], [1.495, -1.547, -0.562], [2.825, -0.220, -0.586], [2.490, -1.078, 0.959], [1.177, 1.093, 0.345], [0.044, 1.102, 2.233]], "atomic_forces_ev_per_a": [[-0.136, 2.853, -0.031], [-0.018, -2.015, 0.711], [-0.775, 2.157, -2.696], [-0.793, -0.187, 0.097], [3.138, 0.429, -3.781], [-1.595, -0.466, 3.034], [0.047, 1.234, -0.520], [0.294, 0.586, 0.862], [-0.044, 0.237, -0.688], [1.367, -1.202, -0.153], [-0.003, -0.374, -0.286], [0.267, -0.013, 0.759], [-0.352, -2.645, 1.963], [1.100, 0.033, 0.385], [-1.894, -0.451, 0.728], [-0.482, -0.263, -0.858], [-0.292, 1.121, 0.084], [0.171, -1.033, 0.388]], "molar_mass_g_mol": 101.149, "relative_energy_kcal_mol": 85.6, "homo_lumo_gap_ev": 9.2, "smiles": "C[C@H](C=O)N(C)C"}

---

{"formula": "C4H5NO2", "method": "wB97M-V/def2-TZVPD", "elements": ["O", "C", "C", "C", "N", "C", "O", "H", "H", "H", "H", "H"], "positions_angstrom": [[-0.934, 2.726, -0.229], [-0.544, 1.662, 0.014], [-1.109, -0.383, 0.432], [-0.128, -1.235, -0.292], [1.076, -0.824, 0.407], [1.591, 0.296, 0.016], [1.085, 1.137, -0.838], [-1.147, -0.588, 1.506], [-2.005, -0.013, -0.025], [-0.132, -1.029, -1.370], [-0.273, -2.325, -0.151], [2.519, 0.577, 0.530]], "atomic_forces_ev_per_a": [[0.771, -2.142, 0.629], [0.050, -0.447, -0.831], [-0.084, 1.019, -0.164], [-0.038, 0.521, 0.090], [0.842, -0.091, -0.579], [0.049, -0.190, 0.332], [-0.853, 0.314, 0.706], [0.049, 0.576, -0.304], [-0.508, -0.321, -0.066], [0.097, 0.047, 0.168], [-0.286, 0.593, 0.146], [-0.089, 0.121, -0.126]], "molar_mass_g_mol": 99.089, "relative_energy_kcal_mol": 95.4, "homo_lumo_gap_ev": 8.7}